This record from the Open Molecules 2025 dataset describes a cluster of 3 separate species, C15H33F3N3O8S2 in total at a distorted geometry. The level of theory is ωB97M-V/def2-TZVPD.

Values from the calculation:
Total energy = -66755.4146 eV
Net charge = +1
LUMO level = -3.6 eV

Each line ends with the natural charge from an NBO analysis.
Element x y z (Å)
C (-2.2554, -5.3327, -1.2401)  -0.277
O (-0.9307, -4.8045, -1.2624)  -0.536
C (-0.7201, -3.7622, -0.3734)  0.106
N (-0.3997, -2.4871, -1.0701)  -0.386
C (-0.4367, -1.3498, -0.0901)  -0.251
C (-1.8097, -0.8116, -0.4127)  -0.028
C (-2.3157, 0.4522, 0.2581)  -0.472
C (-3.4449, 0.1187, 1.2464)  -0.063
O (-4.7312, 0.4286, 0.7667)  -0.486
C (-5.1107, -0.3144, -0.3494)  -0.167
C (-5.5755, -1.7440, -0.0348)  0.949
F (-5.0128, -2.6090, -0.9430)  -0.352
F (-6.9249, -1.8796, -0.1501)  -0.313
F (-5.2206, -2.1647, 1.1988)  -0.318
N (-1.6834, -0.7657, -1.9097)  -0.622
C (-1.1735, -2.0658, -2.1062)  0.718
N (-1.4071, -2.7912, -3.1730)  -0.735
H (-2.3898, -5.8953, -2.1562)  0.208
H (-2.4025, -6.0165, -0.4114)  0.205
H (-3.0090, -4.5479, -1.2095)  0.180
H (0.1212, -3.9928, 0.2711)  0.202
H (-1.5909, -3.6369, 0.2701)  0.175
H (-0.2387, -1.6024, 0.9416)  0.236
H (0.2781, -0.6153, -0.4538)  0.244
H (-2.5180, -1.6298, -0.2884)  0.188
H (-2.6769, 1.1413, -0.4956)  0.245
H (-1.5039, 0.9125, 0.8095)  0.258
H (-3.3112, 0.7089, 2.1433)  0.214
H (-3.3513, -0.9216, 1.5571)  0.166
H (-4.3401, -0.3827, -1.1159)  0.188
H (-5.9532, 0.1939, -0.8011)  0.235
H (-0.9372, -0.1362, -2.2231)  0.404
H (-1.4632, -2.3722, -4.0848)  0.436
H (-1.5671, -3.7810, -3.1124)  0.444
O (4.0993, -0.5871, -3.1364)  -0.929
S (3.7127, -0.5380, -1.7627)  2.392
O (2.6414, 0.3174, -1.3362)  -0.960
O (4.9867, -0.2906, -0.8654)  -0.720
C (5.8103, 0.8710, -1.1533)  -0.079
C (5.1753, 2.1695, -0.6990)  -0.642
C (3.3692, -2.1730, -1.2006)  -0.891
H (6.0490, 0.8883, -2.2170)  0.203
H (6.7373, 0.6937, -0.6141)  0.203
H (4.2735, 2.3957, -1.2653)  0.228
H (5.8778, 2.9903, -0.8380)  0.227
H (4.8978, 2.1157, 0.3532)  0.220
H (4.1817, -2.8279, -1.5006)  0.263
H (2.4380, -2.4820, -1.6720)  0.237
H (3.2581, -2.1545, -0.1193)  0.248
O (-0.0775, 3.1506, 1.3037)  -0.971
S (0.8477, 4.2397, 1.4434)  2.392
O (2.1720, 4.1091, 0.9256)  -0.931
O (0.9078, 4.6589, 2.9710)  -0.718
C (1.2158, 3.6401, 3.9488)  -0.075
C (2.6790, 3.2456, 3.9499)  -0.643
C (0.1250, 5.7204, 0.8315)  -0.886
H (0.5668, 2.7774, 3.7894)  0.190
H (0.9438, 4.0795, 4.9054)  0.204
H (2.9602, 2.7519, 3.0208)  0.223
H (2.8764, 2.5608, 4.7744)  0.221
H (3.3118, 4.1251, 4.0608)  0.224
H (-0.8748, 5.8240, 1.2428)  0.255
H (0.0867, 5.6286, -0.2514)  0.255
H (0.7575, 6.5567, 1.1150)  0.262

=====

This record from the Open Molecules 2025 dataset describes a structure of composition C15H33MnS3Si at a distorted geometry. The level of theory is ωB97M-V/def2-TZVPD.

Values from the calculation:
2S+1 = 6
Total energy = -87788.6110 eV
⟨S²⟩ = 8.763
Net charge = +1
LUMO level (spin up / spin down) = -2.6 / -3.1 eV

Each line ends with the natural charge from an NBO analysis.
Element x y z (Å)
Mn (-0.3963, 0.0941, -0.8969)  1.071
C (0.2269, 2.4968, -3.1534)  -0.527
C (1.0787, 1.3770, -3.7096)  -0.554
S (1.5815, 0.0031, -2.6482)  0.241
C (1.0577, -1.4143, -3.6031)  -0.558
C (-0.1376, -2.2244, -3.1180)  -0.567
S (-1.6244, -1.3281, -2.7320)  0.249
C (-1.8508, -0.2128, -4.1200)  -0.556
C (-2.2899, 1.1959, -3.6880)  -0.565
S (-1.3953, 2.0595, -2.3839)  0.225
H (0.0501, 3.2427, -3.9317)  0.254
H (0.7548, 2.9722, -2.3305)  0.247
H (2.0008, 1.8596, -4.0179)  0.256
H (0.6425, 0.9706, -4.6449)  0.229
H (1.9563, -2.0523, -3.6034)  0.268
H (0.9644, -1.0661, -4.6501)  0.237
H (0.1340, -2.7230, -2.1852)  0.255
H (-0.3335, -3.0247, -3.8441)  0.258
H (-2.6141, -0.5885, -4.7876)  0.256
H (-0.9428, -0.2319, -4.7268)  0.223
H (-3.3128, 1.1256, -3.2751)  0.258
H (-2.3846, 1.8495, -4.5768)  0.257
C (-2.1038, 0.4699, 2.3130)  -1.142
Si (-0.3781, -0.0449, 1.6524)  0.878
C (0.7772, 1.3524, 2.3478)  -0.478
C (0.4725, 1.7266, 3.8402)  -0.615
C (2.2334, 1.0031, 2.1566)  -0.607
C (0.4665, 2.6201, 1.5216)  -0.595
C (0.0822, -1.8424, 2.3276)  -0.437
C (-1.1336, -2.7334, 2.0562)  -0.612
C (0.3298, -1.8285, 3.8555)  -0.616
C (1.3398, -2.3107, 1.5237)  -0.609
H (-2.0969, 0.2146, 3.3866)  0.234
H (-2.8974, -0.1302, 1.8333)  0.232
H (-2.2553, 1.5530, 2.2103)  0.235
H (0.7103, 0.9439, 4.5508)  0.216
H (-0.5717, 2.0408, 3.9670)  0.212
H (1.0957, 2.6000, 4.1383)  0.209
H (2.5259, 0.1915, 2.8134)  0.211
H (2.8438, 1.8445, 2.3614)  0.209
H (2.4535, 0.6777, 1.1320)  0.190
H (-0.5712, 2.9112, 1.6230)  0.210
H (0.6807, 2.4669, 0.4535)  0.162
H (1.0927, 3.4540, 1.8218)  0.217
H (-1.9339, -2.3554, 2.6539)  0.213
H (-0.9637, -3.7842, 2.3547)  0.213
H (-1.4017, -2.7038, 1.0070)  0.185
H (-0.5304, -1.4068, 4.3767)  0.208
H (1.2114, -1.2053, 4.0591)  0.203
H (0.5317, -2.8057, 4.2815)  0.215
H (1.0216, -2.4197, 0.4854)  0.174
H (1.6549, -3.2758, 1.8669)  0.214
H (2.1487, -1.6040, 1.6559)  0.215

=====

This record from the Open Molecules 2025 dataset describes a structure of composition C15H33NO8S3 at a distorted geometry. The level of theory is ωB97M-V/def2-TZVPD.

Values from the calculation:
ΔE to the lowest compared entry with this formula, charge and spin = 0.00 kJ/mol
Total energy = -66456.9547 eV
LUMO level = 0.3 eV

Each line ends with the natural charge from an NBO analysis.
Element x y z (Å)
C (2.0364, -3.6418, 1.2768)  -0.716
C (2.6518, -3.0201, 2.4600)  0.755
O (3.4601, -3.5320, 3.2162)  -0.527
N (2.1590, -1.5703, 2.7666)  -0.714
H (1.9520, -0.9654, 1.7698)  0.507
H (1.0206, -1.6154, 3.0523)  0.472
C (2.7802, -0.6818, 3.7410)  -0.418
H (2.2059, -3.1387, 0.4717)  0.259
H (0.9060, -3.4926, 1.3616)  0.255
H (2.4520, -4.5651, 1.1368)  0.239
H (2.3569, 0.2741, 3.8979)  0.220
H (3.8652, -0.6420, 3.5730)  0.220
H (2.7493, -1.2450, 4.6824)  0.199
O (1.7171, -0.4911, 0.6109)  -1.281
H (1.5430, -0.1325, -0.2588)  0.476
C (-0.4875, 3.3982, -1.2782)  -0.432
C (-0.0024, 4.6093, -2.1271)  -0.410
C (1.3442, 4.3097, -2.5436)  -0.693
S (2.0393, 3.1133, -1.5295)  2.175
O (3.1435, 3.7441, -0.8735)  -0.957
O (2.2603, 1.8880, -2.3042)  -0.955
C (0.6738, 2.9657, -0.3428)  -0.629
H (-0.8347, 2.4676, -1.8137)  0.266
H (-1.3239, 3.9424, -0.7158)  0.220
H (-0.1985, 5.5895, -1.7563)  0.215
H (-0.5423, 4.6233, -2.9885)  0.224
H (1.9446, 5.0593, -2.4397)  0.242
H (1.3569, 3.8853, -3.5731)  0.254
H (1.0873, 3.6225, 0.3946)  0.240
H (0.6012, 2.0395, -0.1123)  0.236
C (-2.1887, 1.0185, 3.2381)  -0.402
C (-2.4483, 0.7435, 1.8234)  -0.427
C (-1.8615, -0.4614, 1.3194)  -0.696
S (-1.8143, -1.4914, 2.7568)  2.220
O (-0.5407, -2.0092, 3.1472)  -0.957
O (-2.8729, -2.4889, 2.5780)  -0.947
C (-2.4065, -0.3360, 3.8330)  -0.722
H (-2.6332, 1.8514, 3.6554)  0.235
H (-1.2427, 1.1798, 3.5095)  0.212
H (-2.2575, 1.6326, 1.2760)  0.232
H (-3.3528, 0.5806, 1.5246)  0.219
H (-0.9471, -0.4135, 0.8920)  0.277
H (-2.2776, -0.7060, 0.3497)  0.274
H (-1.8842, -0.6375, 4.7779)  0.260
H (-3.5482, -0.5501, 4.1157)  0.278
C (-1.4912, -2.5069, -2.5945)  -0.428
C (-0.0125, -2.0625, -2.4364)  -0.402
C (0.3062, -1.2113, -3.4069)  -0.728
S (-1.1257, -0.4443, -3.9912)  2.214
O (-0.9629, 0.0650, -5.2865)  -0.927
O (-1.6437, 0.4660, -2.9360)  -0.977
C (-1.9594, -2.0000, -3.8995)  -0.671
H (-2.1254, -2.2551, -1.7559)  0.226
H (-1.6100, -3.5931, -2.4429)  0.229
H (0.6475, -2.9647, -2.3710)  0.216
H (0.1396, -1.7465, -1.4709)  0.234
H (0.6913, -1.7147, -4.2254)  0.234
H (1.0897, -0.5828, -3.0933)  0.286
H (-1.5885, -2.5078, -4.7381)  0.238
H (-2.9958, -1.6519, -3.9029)  0.257

=====

This record from the Open Molecules 2025 dataset describes a cluster of 3 separate species, C15H33O12PS2 in total at a distorted geometry. The level of theory is ωB97M-V/def2-TZVPD.

Values from the calculation:
Total energy = -71613.7770 eV
LUMO level = -0.6 eV

Each line ends with the natural charge from an NBO analysis.
Element x y z (Å)
C (-2.2378, 2.7583, -4.8008)  -0.667
C (-2.7464, 1.1954, -4.5106)  -0.071
O (-1.6372, 0.2414, -4.3535)  -0.561
C (-1.2158, 0.1142, -2.9470)  -0.106
C (-0.2804, -1.2283, -2.6512)  -0.085
O (-0.3536, -1.6285, -1.2300)  -0.560
C (-1.1330, -2.8692, -1.0533)  -0.107
C (-2.2426, -2.5916, 0.1642)  -0.116
O (-3.0081, -1.3856, -0.2448)  -0.555
C (-3.5808, -0.7424, 0.9832)  0.185
O (-2.4819, 0.0370, 1.5774)  -0.712
S (-3.0459, 1.0860, 2.8020)  1.625
O (-2.4211, 0.4942, 4.1240)  -0.834
O (-2.3821, 2.6519, 2.6885)  -0.877
P (-2.3054, 3.2259, 1.0469)  1.864
O (-1.2491, 2.3259, -0.0046)  -0.922
O (-3.8646, 3.3810, 0.2570)  -0.949
S (-1.5564, 5.0608, 1.1325)  -0.569
H (-3.0944, 3.4539, -5.1994)  0.223
H (-1.7172, 3.2288, -3.8353)  0.210
H (-1.4246, 2.6588, -5.6677)  0.225
H (-3.4815, 1.2246, -3.5856)  0.163
H (-3.3872, 0.8432, -5.4301)  0.198
H (-0.6131, 1.0835, -2.6000)  0.175
H (-2.1988, 0.0089, -2.3016)  0.178
H (-0.4871, -2.1098, -3.4074)  0.197
H (0.8499, -0.8954, -2.8376)  0.189
H (-0.4492, -3.7752, -0.7536)  0.244
H (-1.7675, -3.1764, -1.9883)  0.181
H (-1.7364, -2.5039, 1.2156)  0.206
H (-2.9854, -3.5230, 0.1072)  0.189
H (-4.4240, -0.0150, 0.6231)  0.195
H (-3.9605, -1.6387, 1.6488)  0.194
H (-1.7985, 1.6288, -0.5039)  0.513
H (-3.6158, 3.6996, -0.6818)  0.521
O (-0.4460, -5.7832, -0.2526)  -0.595
C (0.4298, -6.1165, 0.5449)  0.809
O (1.0791, -5.1819, 1.2743)  -0.507
C (1.9940, -5.4729, 2.3478)  -0.069
C (3.3830, -5.7563, 1.8126)  -0.638
C (0.8530, -7.5512, 0.6569)  -0.745
H (1.6108, -6.2784, 2.9817)  0.179
H (2.0281, -4.5762, 2.9758)  0.206
H (3.3940, -6.6355, 1.1624)  0.208
H (4.0856, -5.9252, 2.6333)  0.223
H (3.7392, -4.9148, 1.2095)  0.225
H (1.5540, -7.7821, -0.1502)  0.251
H (-0.0346, -8.1827, 0.5580)  0.251
H (1.3023, -7.8059, 1.6144)  0.219
O (5.9168, 6.3607, 0.5543)  -0.582
C (4.8749, 5.8125, 0.9124)  0.795
O (3.7200, 6.5127, 0.9662)  -0.508
C (2.4235, 5.9338, 1.2072)  -0.068
C (2.1754, 5.7625, 2.6922)  -0.641
C (4.8848, 4.3870, 1.3788)  -0.744
H (2.2997, 5.0026, 0.6459)  0.180
H (1.6904, 6.6386, 0.8005)  0.203
H (2.8982, 5.0792, 3.1465)  0.203
H (1.1702, 5.3716, 2.8727)  0.233
H (2.2804, 6.7212, 3.2103)  0.218
H (5.2154, 4.3531, 2.4208)  0.246
H (5.5870, 3.8241, 0.7571)  0.246
H (3.9246, 3.8844, 1.2841)  0.218

=====

- Among the records above, which one has the lowest total energy?
  C15H33MnS3Si

=====

- Number 2 is which compound?
  C15H33MnS3Si